1.
C18H45N3NaO10P | ωB97M-V with the def2-TZVPD basis set

Positions of all 78 atoms, in Å:
Na (-0.32401, -0.93991, -0.13730)
P (0.41001, -2.84699, -2.13256)
O (-0.39979, -3.46393, -3.28899)
O (1.73052, -3.67346, -2.13711)
O (-0.39337, -3.23651, -0.80915)
O (0.57978, -1.28751, -2.24042)
C (0.18979, -0.55609, 3.49182)
O (0.07398, -1.30015, 2.29803)
C (-0.81799, -2.43919, 2.42082)
C (-2.32422, -2.13216, 1.98726)
N (-2.48696, -2.12553, 0.51926)
C (-3.95614, -2.37233, 0.24969)
C (-4.15730, -2.51565, -1.29866)
O (-3.67177, -3.79703, -1.71813)
C (-3.94809, -3.97259, -3.12548)
H (0.56519, -1.08081, 4.37036)
H (-0.81189, -0.15477, 3.64566)
H (0.86936, 0.28868, 3.37935)
H (-0.74760, -2.77930, 3.45400)
H (-0.42959, -3.20538, 1.74985)
H (-2.70473, -1.15902, 2.29758)
H (-2.94334, -2.88141, 2.48062)
H (-1.93217, -2.76035, -0.03690)
H (-4.51422, -1.48633, 0.55240)
H (-4.44949, -3.22176, 0.72212)
H (-3.61751, -1.71206, -1.79963)
H (-5.16563, -2.26607, -1.62895)
H (-4.97628, -3.72303, -3.38742)
H (-3.71496, -4.99478, -3.42361)
H (-3.24646, -3.30165, -3.62113)
C (-4.24888, 3.32327, -2.42528)
O (-3.80328, 2.24151, -1.65899)
C (-3.26110, 2.66075, -0.43359)
C (-2.38922, 1.53116, 0.16329)
N (-1.16610, 1.32588, -0.55227)
C (-0.20738, 2.38820, -0.29410)
C (0.61541, 2.27176, 1.02498)
O (-0.14905, 2.64178, 2.17924)
C (0.11718, 3.98134, 2.68316)
H (-5.04291, 3.76933, -1.82642)
H (-4.54472, 2.93495, -3.39984)
H (-3.44931, 4.04628, -2.58662)
H (-4.09432, 2.88512, 0.23236)
H (-2.72911, 3.60581, -0.54281)
H (-2.84574, 0.54154, 0.14519)
H (-2.21874, 1.73683, 1.22005)
H (-1.42240, 1.38121, -1.52765)
H (-0.72104, 3.34913, -0.32357)
H (0.59046, 2.37202, -1.03660)
H (1.50836, 2.88787, 0.91928)
H (1.04251, 1.27598, 1.14380)
H (-0.66107, 4.18320, 3.41915)
H (-0.01573, 4.76570, 1.93804)
H (1.13293, 3.99385, 3.07835)
C (4.68883, 3.24543, -3.00943)
O (4.75459, 2.33411, -1.90609)
C (3.56946, 1.53004, -1.82310)
C (3.71821, 0.43566, -0.72141)
N (2.51880, -0.33657, -0.50670)
C (2.64744, -1.52714, 0.39653)
C (3.44468, -1.27929, 1.73053)
O (4.81903, -1.49357, 1.44612)
C (5.59626, -1.38016, 2.64801)
H (4.93611, 2.68049, -3.90820)
H (5.32175, 4.12932, -2.93036)
H (3.70581, 3.70752, -3.10015)
H (3.44422, 1.16823, -2.84365)
H (2.76883, 2.22456, -1.56865)
H (3.98493, 0.86157, 0.24582)
H (4.54668, -0.22375, -0.98011)
H (2.07605, -0.65365, -1.35730)
H (3.17406, -2.27765, -0.19297)
H (1.68987, -2.02429, 0.55145)
H (3.05945, -1.81052, 2.60087)
H (3.25488, -0.23617, 1.98349)
H (6.55297, -1.87800, 2.49003)
H (5.18153, -1.86040, 3.53428)
H (5.82369, -0.33316, 2.84843)

Output
Energy relative to the best compared isomer or geometry (same formula, charge and spin) in kJ/mol: 44.3
Multiplicity: 2
Strongest force on any atom in eV/A: 3.2
Orbital gap (alpha / beta) in Eh: 0.2391 / 0.2280
Highest occupied orbital energy (alpha / beta) in eV: -4.59 / -4.28
Charge: -1

---

2.
C3H6FNO2 | ωB97M-V with the def2-TZVPD basis set

Positions of all 13 atoms, in Å:
C (-1.80237, -0.19047, -0.25895)
C (0.96554, 0.57233, -1.00805)
C (0.08108, 0.38789, 0.20749)
N (0.44477, -0.69862, 1.11472)
O (-1.69043, -1.41806, -0.06671)
O (-2.62038, 0.50701, -0.68435)
F (0.17331, 1.63538, 0.89457)
H (1.77315, 1.30002, -0.79676)
H (0.38142, 1.04712, -1.76630)
H (1.33468, -0.32999, -1.24362)
H (1.21905, -1.25183, 0.83504)
H (-0.67594, -1.32729, 0.67627)
H (0.41613, -0.23350, 2.09664)

Output
Energy relative to the best compared isomer or geometry (same formula, charge and spin) in kJ/mol: 99.1
Multiplicity: 3
Strongest force on any atom in eV/A: 8.4
Orbital gap (alpha / beta) in Eh: 0.1649 / 0.3327
Highest occupied orbital energy (alpha / beta) in eV: -4.07 / -11.11
Charge: 0